(1)
Density functional theory data (ωB97M-V/def2-TZVPD) for C26H25IOPS3Sb2Se4W as an isolated structure.

XYZ file:
```
64
Properties=species:S:1:pos:R:3:forces:R:3:lowdin_spin:R:1
W 0.882567 1.237782 -0.481200 -0.08 0.10 0.22 0.029
S -1.868733 4.767569 0.607533 0.00 -0.01 0.01 0.011
Sb -2.259030 2.619257 0.952058 0.00 -0.04 0.00 0.003
S -1.230472 1.614505 -1.198586 -0.03 -0.08 0.00 0.063
S 0.114667 1.816485 1.875863 -0.02 0.01 0.03 -0.001
I -0.646892 -2.493804 -2.063275 -0.06 0.03 -0.08 0.000
C -1.699314 -4.227312 -1.490699 0.04 -0.02 -0.01 0.000
C -1.816298 -5.097878 -2.542496 0.00 0.00 0.00 0.000
C -2.462006 -6.338784 -2.414360 0.00 0.00 0.00 0.000
C -2.985172 -6.682098 -1.210542 0.00 0.00 0.00 0.000
C -2.893440 -5.806539 -0.101813 0.00 -0.01 0.00 0.000
C -3.484477 -6.234505 1.109247 0.01 0.00 0.00 0.000
C -3.462931 -5.444656 2.214204 0.00 0.00 0.00 0.000
C -2.834329 -4.194259 2.133629 -0.01 0.00 0.01 0.000
C -2.222323 -3.725675 0.994866 0.00 0.01 -0.01 0.000
P -1.512681 -2.012719 1.151813 0.01 0.04 0.04 0.000
C -3.101811 -1.101528 1.277404 -0.01 -0.01 0.02 0.000
C -3.815278 -0.843793 2.446885 0.02 0.02 0.01 0.000
C -5.021035 -0.159161 2.400175 -0.01 0.01 -0.02 0.000
C -5.544501 0.254996 1.182298 -0.01 0.00 0.01 0.000
C -4.857559 -0.021222 0.009017 0.02 0.00 0.00 0.000
C -3.640275 -0.685883 0.058938 -0.01 0.03 0.00 0.001
C -0.839258 -2.064503 2.853645 -0.01 -0.05 0.00 0.000
C -0.871097 -0.949679 3.689627 0.02 0.03 -0.01 0.000
C -0.178580 -0.938938 4.893508 0.00 0.01 -0.01 0.000
C 0.564932 -2.042500 5.281123 0.00 -0.01 0.00 0.000
C 0.614983 -3.156736 4.453023 0.01 0.01 0.00 0.000
C -0.075346 -3.165629 3.251907 0.01 0.00 0.00 0.000
C -2.240313 -4.533786 -0.196551 0.00 -0.01 -0.01 0.000
H -1.397823 -4.824390 -3.500814 0.00 0.00 0.00 0.000
H -2.532851 -6.997895 -3.268943 0.00 0.00 0.00 0.000
H -3.489773 -7.629995 -1.071245 0.00 0.00 0.00 0.000
H -3.962469 -7.206291 1.126981 0.00 0.00 0.00 0.000
H -3.921606 -5.762058 3.141201 0.00 0.00 0.00 0.000
H -2.830384 -3.574677 3.021023 -0.01 0.01 0.00 0.000
H -3.431501 -1.171512 3.404726 -0.01 -0.01 -0.01 0.000
H -5.557127 0.045626 3.318229 0.00 0.00 0.00 0.000
H -6.486414 0.787026 1.149336 0.00 0.00 0.00 0.000
H -5.260855 0.290493 -0.946222 0.00 0.00 0.00 0.000
H -3.097316 -0.881170 -0.858932 0.01 0.01 -0.01 0.000
H -1.444099 -0.075471 3.406004 0.02 0.01 -0.01 0.000
H -0.221941 -0.061586 5.526348 0.00 0.00 0.00 0.000
H 1.103331 -2.035413 6.219741 0.00 0.00 0.00 0.000
H 1.195699 -4.023268 4.742943 0.00 0.00 0.00 0.000
H -0.026757 -4.043616 2.618087 0.00 0.01 0.01 0.000
Se 4.532881 3.234704 -2.403600 -0.02 -0.01 0.00 0.007
Sb 2.257132 2.608594 -2.390791 0.08 0.01 -0.06 0.029
Se 1.408224 3.228745 0.822621 0.00 0.01 -0.02 0.001
Se 1.379850 0.354820 -2.886101 0.04 -0.02 -0.06 -0.009
Se 0.552091 4.307615 -3.017613 -0.02 0.01 0.00 0.866
C 4.237178 -0.634815 0.178313 0.00 0.00 0.00 0.000
C 2.887006 -0.989223 0.778695 -0.03 0.00 0.06 0.000
C 2.418451 -2.371528 0.368662 0.01 -0.01 0.01 0.000
C 2.850243 -0.789167 2.284079 -0.01 -0.01 0.01 0.000
O 1.951170 -0.031190 0.224012 0.06 -0.04 -0.10 0.000
H 4.996716 -1.320856 0.555392 0.00 0.00 0.00 0.000
H 4.520334 0.383840 0.446339 0.00 0.00 0.00 0.000
H 4.203142 -0.711950 -0.908861 0.00 0.00 0.00 0.000
H 3.081776 -3.121597 0.801915 0.00 0.00 0.00 0.000
H 2.429901 -2.475719 -0.716265 0.00 0.00 0.00 0.000
H 1.403285 -2.549372 0.726029 0.02 0.00 -0.01 0.000
H 3.564328 -1.463353 2.759243 0.00 0.00 0.00 0.000
H 1.854910 -1.001703 2.677164 0.00 0.00 0.00 0.000
H 3.119146 0.237435 2.536913 0.00 0.00 0.00 0.000
```
Forces are in eV/Å.

Energy relative to the best compared isomer or geometry (same formula, charge and spin), kJ/mol: 55.16
2S+1: 2
Kohn-Sham gap (spin up / spin down), eV: 6.59 / 5.62
HOMO (spin up / spin down), hartree: -0.298 / -0.298
E, Ha: -13068.046286

=====

(2)
Density functional theory data (ωB97M-V/def2-TZVPD) for C23H26F2N as an isolated structure.

XYZ file:
```
52
Properties=species:S:1:pos:R:3:forces:R:3:mulliken_charge:R:1
C 1.902041 -3.873661 -1.271733 0.28 0.10 0.50 -0.971
C 2.507508 -2.532091 -1.674074 -0.27 0.02 -0.30 -0.980
C 2.688343 -1.533758 -0.519514 0.27 -0.45 -0.42 -0.785
C 1.763582 -1.719867 0.678084 -0.57 1.00 1.22 0.828
N 1.854441 -0.721664 1.611065 0.01 -0.49 -0.56 -0.056
C 2.820097 0.358676 1.548866 0.72 0.51 -0.15 -0.684
C 2.582666 1.216031 2.805148 0.18 0.06 -0.11 -0.547
C 1.443499 0.554390 3.588166 -0.30 -0.22 0.04 -0.797
C 1.054797 -0.712777 2.804098 -0.19 0.05 0.53 0.256
C 0.914459 -2.785469 0.791913 1.63 0.20 -1.31 -0.187
C 0.679767 -3.691674 -0.356360 -1.04 -0.65 -0.35 -0.346
H 1.617999 -4.436879 -2.167738 0.00 0.08 0.22 0.383
H 2.652327 -4.464739 -0.733713 -0.09 0.03 -0.05 0.365
H 3.480484 -2.708729 -2.149159 -0.23 0.12 0.05 0.390
H 1.868375 -2.066258 -2.434996 0.06 -0.13 0.11 0.341
H 3.739314 -1.593903 -0.185812 -0.47 0.06 0.26 0.398
H 2.575561 -0.523968 -0.945643 -0.10 -0.25 0.43 0.330
H 3.854454 -0.027771 1.540489 -0.36 0.07 -0.04 0.331
H 2.700031 0.970332 0.638426 -0.04 -0.31 0.27 0.282
H 3.495826 1.252606 3.405879 -0.18 0.12 -0.13 0.282
H 2.314311 2.236671 2.517379 0.15 -0.17 0.13 0.264
H 1.753492 0.278900 4.600583 -0.11 0.18 -0.15 0.305
H 0.573976 1.215154 3.658337 0.23 -0.08 0.11 0.313
H -0.020255 -0.697547 2.566408 0.25 -0.03 -0.13 -0.260
H 1.250418 -1.611669 3.411974 0.00 0.07 -0.21 0.245
H 0.390540 -3.079588 1.771346 0.84 0.00 0.14 -0.683
H -0.160679 -3.318907 -0.971842 0.15 -0.12 0.13 0.306
H 0.355306 -4.669328 0.022286 0.13 0.01 -0.19 0.258
F -5.216809 -3.105045 -1.210556 1.26 -0.11 0.98 -0.294
C -4.153155 -3.192139 -0.348878 -0.83 -0.01 -0.60 0.425
C -3.728960 -2.041827 0.306181 0.17 -0.09 0.32 -0.871
C -2.672416 -2.155989 1.203641 0.05 -0.02 -0.10 -0.421
C -2.009374 -3.381666 1.430826 0.69 0.12 -0.79 0.835
C -0.840228 -3.350062 2.358696 -4.23 -0.03 1.86 0.919
C -0.714994 -4.379387 3.435475 1.35 -0.21 -0.32 0.120
C -0.087540 -3.965622 4.633662 -0.09 0.05 0.20 -0.077
C 0.011011 -4.790585 5.750712 -0.05 0.03 -0.38 -0.875
C -0.467567 -6.092722 5.637780 0.04 -0.56 0.90 0.414
F -0.383670 -6.923897 6.725855 -0.07 1.01 -1.37 -0.288
C -1.042837 -6.576028 4.467439 -0.12 0.41 -0.42 -1.052
C -1.174749 -5.710559 3.376081 0.20 -0.29 0.18 -0.078
C -2.438133 -4.501154 0.695422 -0.20 -0.03 -0.21 0.154
C -3.538753 -4.425948 -0.163952 0.35 0.06 0.25 -1.069
H -4.212903 -1.083122 0.133564 0.02 -0.29 0.00 0.468
H -2.338025 -1.268093 1.746118 -0.11 -0.21 -0.22 0.310
H -0.947140 -2.404495 2.899558 0.87 0.00 -0.52 0.664
H 0.304212 -2.948837 4.703917 -0.16 -0.31 0.02 0.287
H 0.448867 -4.433629 6.679807 -0.09 -0.16 -0.20 0.462
H -1.394443 -7.603851 4.405856 0.06 0.26 0.10 0.455
H -1.649491 -6.085849 2.475998 0.12 0.00 0.35 0.153
H -1.900503 -5.447037 0.764328 -0.25 0.33 -0.11 0.326
H -3.898129 -5.309929 -0.686515 0.08 0.28 0.03 0.450
```
Forces are in eV/Å.

Charge: +1
Kohn-Sham gap, eV: 5.70
HOMO, hartree: -0.403
E, Ha: -1146.165798

=====

(3)
Density functional theory data (ωB97M-V/def2-TZVPD) for a 7-piece molecular cluster, C18H32Cl6FN3O3 overall.

XYZ file:
```
63
Properties=species:S:1:pos:R:3:forces:R:3:mulliken_charge:R:1
F -0.934283 -3.286954 0.795395 -0.20 -0.24 -0.01 -0.249
C 0.336789 -3.577509 0.428239 0.25 0.51 0.00 0.349
C 1.300723 -3.619059 1.422147 -0.55 -0.08 0.05 -0.441
C 2.598443 -3.879612 1.049107 0.62 0.00 -0.79 -0.487
C 2.924896 -4.024368 -0.306038 0.02 -0.05 0.37 -0.408
C 1.950997 -3.918371 -1.286699 0.24 -0.15 0.36 -0.725
C 0.631553 -3.700169 -0.912098 -0.11 -0.27 -0.27 0.054
H 0.991141 -3.447590 2.444477 0.11 -0.05 0.03 0.443
H 3.412254 -3.936967 1.758876 -0.19 0.01 0.23 0.370
H 3.955055 -4.225301 -0.568762 -0.03 0.09 -0.11 0.385
H 2.231844 -4.000816 -2.327103 -0.10 0.00 -0.05 0.345
H -0.142189 -3.667351 -1.669475 -0.09 0.20 0.13 0.358
C 5.719104 3.189489 1.785186 0.41 0.07 -0.01 -0.846
N 4.703828 3.487062 0.803791 -0.15 -0.06 -0.04 -0.191
C 3.548184 2.767888 0.697605 0.12 0.00 0.12 0.768
C 2.651474 3.155654 -0.442120 0.34 -0.14 -0.34 -0.898
O 3.278062 1.838706 1.435076 0.01 -0.02 0.22 -0.663
H 6.681338 2.974192 1.311796 -0.11 -0.11 -0.06 0.301
H 5.404362 2.318705 2.352053 -0.05 0.01 0.03 0.312
H 5.890881 4.029912 2.461735 -0.19 -0.03 0.05 0.268
H 4.917725 4.125173 0.059200 -0.01 0.11 0.07 0.206
H 2.873328 4.146827 -0.836662 -0.15 0.06 0.06 0.357
H 1.606444 3.044055 -0.168224 -0.04 0.03 0.00 0.208
H 2.886153 2.427844 -1.224711 -0.22 0.11 -0.11 0.200
C 2.140596 -0.224697 -1.483481 -0.21 0.34 0.42 -0.238
N 2.425449 0.295259 -2.807469 0.32 0.00 0.03 -0.093
C 3.303548 -0.295042 -3.658414 -0.27 -0.10 -0.12 0.656
C 3.488545 0.380882 -5.000061 -0.04 0.22 0.20 -1.138
O 3.904451 -1.315843 -3.378109 0.23 -0.08 0.17 -0.639
H 1.072259 -0.082243 -1.325043 -0.02 -0.41 0.17 0.174
H 2.626814 0.312588 -0.662232 0.15 0.19 -0.29 0.050
H 2.472573 -1.252962 -1.382648 -0.29 -0.13 -0.31 -0.036
H 1.833436 1.028494 -3.155835 0.09 0.07 0.00 0.282
H 3.878099 -0.357887 -5.691571 -0.04 0.03 -0.12 0.316
H 4.215258 1.189364 -4.896805 0.05 -0.07 0.00 0.278
H 2.566353 0.829132 -5.372150 -0.01 -0.10 -0.06 0.336
C -2.032895 -0.470973 -0.327890 -0.72 -0.31 -0.55 0.276
N -2.578561 0.791899 0.097656 0.16 0.65 0.24 -0.065
C -1.927643 1.984228 0.055137 -0.04 -0.21 0.15 0.682
C -2.701605 3.129384 0.657290 -0.05 0.33 -0.08 -1.100
O -0.816514 2.143838 -0.420952 0.15 -0.23 -0.13 -0.619
H -2.624580 -0.851770 -1.166293 0.22 0.04 -0.06 0.190
H -2.129738 -1.220945 0.453347 0.32 0.10 0.14 0.114
H -1.009110 -0.349884 -0.661433 0.09 0.08 0.21 -0.480
H -3.507959 0.825668 0.479355 -0.03 -0.25 0.05 0.177
H -3.152604 2.893702 1.619547 0.02 -0.14 0.00 0.321
H -3.505372 3.428346 -0.019492 0.02 0.02 0.01 0.246
H -2.022600 3.968541 0.780010 -0.03 0.02 -0.02 0.305
Cl -6.039060 3.643798 1.970772 -0.08 0.09 0.17 -0.128
C -6.558032 3.947245 3.648380 0.21 -0.20 -0.25 -0.234
Cl -5.841024 5.415071 4.311389 -0.11 0.05 -0.02 -0.154
H -7.637377 4.017181 3.637357 -0.02 0.15 0.11 0.324
H -6.217182 3.115871 4.252031 -0.05 -0.06 -0.02 0.191
Cl -6.302046 -0.013212 2.506512 0.20 -0.02 -0.08 -0.159
C -5.258255 -1.111170 3.435531 -0.50 0.12 0.47 -0.382
Cl -4.181204 -2.076656 2.451566 0.15 -0.02 -0.19 -0.062
H -4.687912 -0.512544 4.135885 0.16 0.02 -0.14 0.274
H -5.921302 -1.769470 3.985476 0.06 -0.10 -0.07 0.334
Cl -3.915714 -6.159085 -1.916415 -0.03 -0.05 -0.02 -0.182
C -3.248884 -4.727640 -1.124035 0.28 -0.36 0.45 0.227
Cl -3.853090 -3.238127 -1.818763 -0.07 0.18 -0.13 -0.154
H -3.506907 -4.761415 -0.070700 -0.19 0.03 -0.07 0.204
H -2.168318 -4.770367 -1.200239 -0.03 0.10 -0.22 -0.109
```
Forces are in eV/Å.

Kohn-Sham gap, eV: 9.59
HOMO, hartree: -0.339
E, Ha: -3956.110060

=====

(4)
Density functional theory data (ωB97M-V/def2-TZVPD) for C21H11Br2F5N4O2PtS as an isolated structure.

XYZ file:
```
47
Properties=species:S:1:pos:R:3:forces:R:3:mulliken_charge:R:1
Pt 0.219330 0.362145 -0.304690 -0.16 0.09 0.14 1.028
Br 2.863164 1.595473 5.624023 0.01 0.00 0.01 -0.043
C 2.088538 1.268277 3.968700 0.02 -0.02 -0.01 -0.303
C 0.790580 1.689177 3.702572 -0.03 0.00 -0.02 -0.577
C 0.250957 1.415740 2.464932 -0.03 0.03 0.04 -0.450
N 0.949091 0.767106 1.527625 0.13 0.00 -0.03 0.045
C 2.216338 0.364863 1.764209 -0.03 0.00 0.03 0.779
C 2.812602 0.600003 2.982838 -0.01 0.00 0.02 -0.365
C 2.859567 -0.299206 0.615554 0.02 -0.03 -0.03 0.655
C 4.141204 -0.796176 0.617221 0.00 0.00 0.00 -0.562
C 4.637117 -1.392191 -0.542923 -0.01 0.01 0.00 -0.150
Br 6.364904 -2.071670 -0.566097 0.01 0.00 0.00 -0.046
C 3.830001 -1.471064 -1.668593 -0.02 0.00 0.00 -0.787
C 2.549230 -0.959465 -1.610065 0.02 -0.01 0.00 -0.279
N 2.082505 -0.383452 -0.493113 0.06 -0.02 0.01 -0.264
H 0.208778 2.217695 4.443564 0.00 0.00 0.00 0.501
H -0.754992 1.715315 2.195544 0.01 0.00 0.00 0.564
H 3.824951 0.279787 3.179341 0.00 0.00 0.00 0.537
H 4.762073 -0.730281 1.498228 0.00 0.00 0.00 0.512
H 4.182213 -1.926289 -2.582771 0.00 0.00 0.00 0.504
H 1.871299 -0.999344 -2.456823 0.01 0.01 0.01 0.702
C -1.698409 -0.190055 -5.559360 0.00 0.00 0.00 -0.877
N -1.764100 0.229570 -4.149908 -0.03 0.00 0.00 0.029
C -2.822931 0.905749 -3.659065 0.03 -0.03 0.00 0.327
C -2.930467 1.311711 -2.357108 0.04 -0.01 0.02 -1.184
C -1.844399 0.965532 -1.554821 -0.04 -0.05 0.06 0.735
O -1.645428 1.187702 -0.279001 0.02 -0.01 -0.12 -0.685
N -0.783904 0.303535 -2.052471 0.02 -0.01 0.02 -0.343
C -0.664026 -0.112391 -3.356108 0.01 0.04 0.01 0.508
O 0.293813 -0.707041 -3.789360 -0.02 -0.02 -0.01 -0.648
H -2.614793 0.117168 -6.053264 0.00 0.00 0.00 0.297
H -1.589488 -1.270092 -5.610252 0.00 0.00 0.00 0.337
H -0.840816 0.276043 -6.037367 0.00 0.00 0.00 0.329
H -3.607720 1.113909 -4.374164 0.00 0.00 0.00 0.390
H -3.784408 1.853006 -1.985240 0.00 0.00 -0.01 0.527
F -5.251510 -1.082504 3.573403 -0.01 0.00 0.01 -0.234
C -4.158367 -1.213669 2.875017 0.02 0.01 -0.02 0.608
C -2.927078 -1.258049 3.532041 0.00 0.00 0.00 0.210
F -2.882010 -1.166601 4.847303 0.00 0.00 0.00 -0.248
C -1.777987 -1.389101 2.788819 0.02 0.00 0.01 0.210
F -0.612219 -1.412701 3.414647 0.00 0.00 0.00 -0.352
C -1.817963 -1.497174 1.382525 -0.01 0.07 0.02 0.059
S -0.407574 -1.777375 0.478065 -0.04 -0.01 -0.16 -0.098
C -3.080886 -1.430452 0.757065 0.02 0.00 -0.01 0.483
F -3.153963 -1.479179 -0.560849 -0.01 -0.02 0.00 -0.339
C -4.238705 -1.292666 1.484109 -0.02 0.00 0.02 0.204
F -5.413908 -1.224052 0.890060 0.00 0.00 0.00 -0.250
```
Forces are in eV/Å.

Energy relative to the best compared isomer or geometry (same formula, charge and spin), kJ/mol: 0.00
Charge: +2
Kohn-Sham gap (spin up / spin down), eV: 6.23 / 6.23
HOMO (spin up / spin down), hartree: -0.556 / -0.556
E, Ha: -7340.695340

=====

> Number 3 is which compound?

C18H32Cl6FN3O3